(1)
{"formula": "C6H10O", "method": "ωB97M-V with the def2-TZVPD basis set", "species": ["C", "C", "C", "C", "O", "C", "C", "H", "H", "H", "H", "H", "H", "H", "H", "H", "H"], "coordinates": [[1.68034, -0.59373, -0.29579], [0.73832, 0.32769, 0.45139], [0.05686, 1.45414, -0.37403], [-1.30908, 0.94185, 0.09867], [-1.88485, -0.05900, -0.78885], [-1.36849, -1.11642, -0.02004], [-0.66256, -0.18411, 0.94174], [1.97949, -1.45014, 0.31843], [2.58035, -0.03676, -0.57835], [1.22081, -0.98677, -1.20826], [1.25213, 0.75120, 1.31848], [0.31199, 2.46677, -0.04003], [0.18638, 1.39998, -1.46012], [-2.05459, 1.66210, 0.45669], [-0.38121, -2.11564, -0.66154], [-1.54927, -2.16327, -0.17821], [-0.79664, -0.29790, 2.01980]], "atomic_forces_ev_per_a": [[0.070, 0.004, 0.029], [0.235, 0.023, 0.131], [-0.040, -0.014, -0.038], [-0.176, -0.113, 0.020], [0.050, -0.393, -0.358], [2.413, -1.199, -1.195], [0.196, -0.371, 0.076], [-0.001, 0.110, -0.069], [-0.066, -0.080, 0.047], [0.096, 0.120, 0.158], [0.022, -0.001, -0.085], [-0.153, -0.196, -0.044], [-0.016, -0.059, 0.172], [0.077, -0.343, -0.132], [0.009, 2.565, 0.103], [-2.731, 0.047, 1.397], [0.014, -0.101, -0.213]], "mol_weight_g_mol": 98.14, "orbital_gap_ev": 9.1415, "total_charge": 0, "e_tot_ha": -309.67285, "e_above_lowest_ev": 4.613, "e_homo_ev": -8.12}



(2)
{"formula": "C4H13N3O", "method": "ωB97M-V with the def2-TZVPD basis set", "species": ["C", "N", "C", "N", "H", "H", "H", "H", "H", "H", "H", "C", "N", "C", "O", "H", "H", "H", "H", "H", "H"], "coordinates": [[1.43515, -1.60202, -0.76976], [0.72553, -1.16205, 0.41990], [1.11144, -1.64351, 1.52988], [0.54394, -1.32853, 2.72325], [1.95822, -0.75931, -1.22328], [0.71884, -1.96899, -1.50614], [2.15681, -2.39784, -0.55908], [-0.53722, 0.19941, 0.04041], [1.89045, -2.40859, 1.57541], [-0.01277, -0.49243, 2.80149], [1.05377, -1.58861, 3.53818], [-1.94919, 0.75194, -1.39019], [-1.10365, 1.03448, -0.22761], [-0.10806, 2.32691, -0.57198], [-0.82257, 3.36803, -0.73692], [-2.36238, 1.69202, -1.74559], [-2.74788, 0.06140, -1.12296], [-1.32973, 0.31039, -2.16791], [-1.63348, 1.42144, 0.54744], [0.43075, 1.90590, -1.45643], [0.58200, 2.27997, 0.30187]], "atomic_forces_ev_per_a": [[-0.180, 0.008, -0.001], [0.258, -0.010, 0.141], [-0.277, 0.002, -0.566], [-0.068, 0.054, 0.041], [0.038, 0.009, 0.012], [0.019, -0.046, -0.015], [0.041, -0.001, -0.033], [-0.303, 0.366, 0.184], [0.072, 0.030, 0.139], [0.032, -0.058, -0.123], [0.122, -0.061, 0.400], [-0.221, -0.030, 0.193], [0.449, -0.410, -0.108], [0.076, 0.618, -0.297], [0.135, -0.225, 0.063], [0.015, 0.077, 0.002], [-0.033, -0.012, -0.095], [0.021, -0.005, -0.004], [-0.123, -0.188, -0.027], [-0.001, -0.049, -0.002], [-0.070, -0.069, 0.096]], "smiles": "C[NH2+]C[O-].C/N=C/N", "mol_weight_g_mol": 119.17, "orbital_gap_ev": 7.9432, "total_charge": 0, "e_tot_ha": -399.65042, "e_above_lowest_ev": 2.636, "e_homo_ev": -7.35}



(3)
{"formula": "C23H43Cl2F5IrN3O5SiTe", "method": "ωB97M-V with the def2-TZVPD basis set", "species": ["C", "C", "H", "H", "H", "C", "C", "H", "H", "H", "H", "Ir", "Cl", "C", "O", "N", "C", "C", "H", "H", "H", "H", "H", "H", "H", "H", "H", "C", "C", "N", "H", "C", "O", "H", "H", "H", "H", "H", "H", "C", "C", "N", "H", "C", "O", "H", "H", "H", "H", "O", "C", "C", "C", "H", "C", "H", "C", "H", "C", "C", "H", "H", "H", "Si", "Cl", "C", "C", "C", "H", "H", "H", "H", "H", "H", "H", "H", "H", "F", "Te", "F", "F", "F", "F", "O"], "coordinates": [[-2.21635, -0.27251, -4.44413], [-1.41296, -1.36035, -3.81556], [-1.63852, 0.25365, -5.22015], [-2.53230, 0.45926, -3.68958], [-3.11930, -0.68716, -4.92167], [-0.71086, -2.26202, -4.51138], [-0.65934, -2.27188, -5.99931], [-0.11991, -3.02127, -3.99415], [-0.32027, -1.30753, -6.40959], [-1.64292, -2.49154, -6.43820], [0.04167, -3.04450, -6.33183], [0.21742, 0.86634, -0.30465], [1.10553, 4.16710, -0.26015], [-0.28842, -1.70533, 1.28659], [0.54150, -0.82833, 0.89889], [0.02308, -2.46253, 2.33517], [1.34237, -2.29580, 2.91571], [-0.94369, -3.36522, 2.94794], [-1.26536, -1.89513, 0.81456], [1.49153, -1.26065, 3.25334], [2.11995, -2.54698, 2.18066], [1.40292, -2.97578, 3.76656], [-1.91435, -2.86445, 3.05824], [-0.55301, -3.64455, 3.93067], [-1.07751, -4.26963, 2.33828], [1.04199, 2.31384, 5.13312], [-0.35118, 3.82219, 5.10096], [0.98962, 1.91316, 4.12284], [-0.59650, 3.87979, 4.04051], [0.10830, 2.79209, 3.37894], [0.58838, 0.89050, 4.14626], [-0.05420, 2.52825, 2.09667], [0.59726, 1.54384, 1.60960], [-1.67913, 3.78040, 3.88682], [-0.73745, 3.16658, 1.52180], [1.98928, 1.89465, 3.66797], [-0.27154, 4.84553, 3.62903], [2.05977, 0.27621, -3.90448], [2.56025, -2.57186, -3.36651], [2.99417, 0.29795, -3.32522], [3.38618, -2.09791, -2.81350], [3.00355, -0.77532, -2.33601], [3.11435, 1.26710, -2.83154], [2.65319, -0.57722, -1.07220], [2.23987, 0.55352, -0.63828], [3.65146, -2.72701, -1.95612], [2.77141, -1.44056, -0.39190], [3.82865, 0.11525, -4.00967], [4.24217, -2.00279, -3.49135], [-0.10369, -0.53938, -2.13182], [-1.25095, -1.28061, -2.30216], [0.04964, -3.29620, -1.42664], [-1.16568, -2.64114, -1.60224], [0.95379, -2.81150, -1.81262], [0.08721, -4.54032, -0.79026], [-2.13318, -0.76418, -1.88735], [-2.35295, -3.23611, -1.16127], [1.04558, -5.04674, -0.66248], [-1.09585, -5.12283, -0.32948], [-2.31886, -4.47401, -0.52339], [-3.29132, -2.70664, -1.34128], [-1.06976, -6.09233, 0.17554], [-3.25243, -4.93083, -0.18470], [-0.20070, 3.94192, -1.97863], [0.03846, 1.80156, -2.27980], [1.24472, 4.82654, -2.94405], [-1.73331, 4.17258, -0.86654], [-1.31792, 4.44682, -3.51704], [2.10771, 4.15773, -3.04404], [1.58406, 5.72489, -2.41118], [0.96781, 5.15302, -3.95232], [-0.83617, 4.18062, -4.46628], [-1.45552, 5.53742, -3.49463], [-2.30655, 3.97447, -3.47598], [-2.00402, 3.22446, -0.38390], [-2.61201, 4.49962, -1.43417], [-1.56012, 4.92014, -0.08331], [-4.41579, 0.43036, 2.70266], [-3.08141, 0.63870, 1.34848], [-3.33882, -1.22691, 0.91967], [-2.89652, 2.47535, 1.91451], [-4.43828, 1.12226, 0.10446], [-1.78175, 0.11245, 2.67022], [-1.79398, 0.86400, -0.01389]], "atomic_forces_ev_per_a": [[-0.198, 0.261, -0.259], [0.518, -0.804, 0.262], [-0.224, -0.095, 0.163], [0.058, -0.126, -0.248], [0.213, 0.189, 0.076], [-0.329, 0.374, 0.367], [0.163, -0.194, -0.483], [-0.260, 0.205, -0.015], [-0.124, -0.212, 0.079], [0.205, 0.064, 0.009], [-0.162, 0.140, -0.160], [-0.692, -0.217, -0.277], [0.967, -0.595, 1.673], [0.599, 0.024, 0.506], [-0.760, -2.295, 0.513], [-0.158, 0.524, -0.703], [0.178, -0.010, 0.243], [-0.250, -0.237, -0.163], [0.406, 0.267, 0.184], [0.006, -0.277, -0.135], [-0.177, 0.097, 0.236], [0.209, 0.141, -0.109], [0.271, -0.130, 0.018], [-0.269, 0.049, -0.187], [0.057, 0.210, 0.197], [0.177, -0.207, 0.012], [-0.205, 0.187, -0.138], [0.221, -0.065, 0.313], [-0.200, 0.296, -0.287], [-0.083, -0.194, -0.626], [0.085, 0.265, -0.030], [0.670, -0.676, 0.158], [-0.712, 1.530, 1.437], [0.269, -0.001, 0.148], [0.292, -0.303, 0.122], [-0.288, -0.016, 0.151], [-0.063, -0.214, 0.237], [0.166, 0.035, 0.267], [0.174, 0.216, 0.148], [-0.202, 0.026, -0.177], [-0.090, -0.123, 0.055], [0.177, -0.029, 0.581], [-0.121, -0.256, -0.092], [-0.299, 1.194, -0.339], [1.946, -1.660, -0.451], [-0.029, 0.072, -0.260], [-0.215, 0.343, -0.285], [-0.096, 0.142, 0.138], [-0.114, -0.069, 0.257], [0.821, -0.877, 1.098], [-0.107, -0.480, 0.137], [-0.019, -0.077, 0.045], [-0.506, 0.149, -0.445], [-0.366, -0.211, 0.289], [-0.020, 0.205, -0.023], [0.028, -0.073, -0.022], [0.329, -0.126, -0.089], [-0.278, 0.038, 0.011], [0.016, -0.082, 0.049], [-0.059, 0.067, -0.028], [0.213, -0.227, 0.179], [0.009, 0.297, -0.186], [0.343, 0.097, -0.060], [-1.117, 2.737, -2.370], [-0.456, 2.596, -3.180], [0.319, 0.072, -0.011], [-0.110, 0.049, 0.613], [-0.226, -1.403, -0.314], [0.075, 0.092, 0.162], [0.014, -0.270, 0.031], [-0.040, -0.202, 0.176], [-0.222, 0.129, -0.012], [0.139, -0.169, 0.157], [-0.023, 0.141, -0.215], [0.039, 0.188, 0.025], [0.263, -0.153, 0.073], [0.024, -0.176, 0.011], [0.926, 0.139, -0.851], [-0.597, 0.408, -0.679], [-0.054, 0.591, 0.437], [-0.308, -0.771, 0.183], [0.039, -0.171, 0.675], [-0.463, 0.106, -0.133], [-0.332, -0.475, 1.144]], "mol_weight_g_mol": 955.41, "orbital_gap_ev": [5.4596, 5.4150], "spin_multiplicity": 5, "total_charge": 0, "e_tot_ha": -3524.07261, "e_above_lowest_ev": 0.000, "e_homo_ev": [-6.93, -7.33]}



(4)
{"formula": "C18H23F4N4O16", "method": "ωB97M-V with the def2-TZVPD basis set", "species": ["N", "C", "N", "C", "N", "C", "C", "C", "O", "O", "N", "C", "O", "O", "H", "H", "H", "H", "H", "H", "H", "H", "H", "H", "H", "C", "C", "O", "C", "O", "O", "F", "H", "H", "H", "C", "C", "O", "C", "O", "O", "F", "H", "H", "H", "C", "C", "O", "C", "O", "O", "F", "H", "H", "H", "C", "C", "O", "C", "O", "O", "F", "H", "H", "H"], "coordinates": [[-0.42952, 1.32640, 0.03770], [-0.36919, 1.10831, -1.30039], [-1.33815, 1.47786, -2.14888], [-0.90548, 1.13417, -3.33447], [0.28424, 0.55309, -3.27603], [1.02343, 0.06789, -4.44105], [2.34530, 0.80633, -4.62543], [2.12660, 2.21575, -5.14321], [1.36930, 3.00220, -4.59499], [2.80926, 2.57321, -6.24824], [0.63230, 0.52732, -1.97728], [1.89042, -0.04108, -1.45782], [1.77477, -0.40246, -0.12833], [2.16012, -1.76845, 0.02321], [-0.24365, 2.25353, 0.36494], [-0.57890, 0.62374, 0.73232], [-1.40890, 1.27216, -4.27095], [1.20119, -0.99634, -4.38323], [0.38507, 0.29435, -5.28054], [2.98601, 0.24300, -5.29534], [2.90785, 0.89755, -3.70377], [3.26149, 1.81745, -6.63513], [2.15636, -0.87562, -2.09278], [2.67195, 0.70537, -1.56989], [3.11996, -1.75363, -0.14049], [0.33350, -0.64248, 4.28171], [-0.66392, -0.14796, 5.30205], [-1.14563, 1.05079, 4.70250], [-1.03991, 0.89560, 3.36381], [-1.57391, 1.57756, 2.54967], [-0.24090, -0.15655, 3.05776], [-0.06914, 0.15169, 6.47729], [1.31762, -0.19590, 4.42541], [0.43019, -1.72428, 4.26684], [-1.50128, -0.82361, 5.48344], [7.39123, 1.11433, -2.20126], [6.46870, 0.82506, -3.36007], [5.61792, -0.18630, -2.82310], [5.56911, 0.01256, -1.47807], [4.76264, -0.48244, -0.75558], [6.53756, 0.84760, -1.07619], [7.12401, 0.32923, -4.42939], [8.24348, 0.43516, -2.18053], [7.74934, 2.13953, -2.18438], [5.86197, 1.67660, -3.67636], [-5.69179, -0.79246, -2.73338], [-4.84811, -2.04449, -2.73044], [-4.10860, -1.91251, -3.93837], [-3.98783, -0.58302, -4.18751], [-3.22494, -0.11023, -4.96770], [-4.84294, 0.13067, -3.43036], [-5.59886, -3.16539, -2.78817], [-6.61755, -0.92926, -3.29262], [-5.92543, -0.43019, -1.73626], [-4.15489, -2.12140, -1.89081], [-4.47862, -0.85071, 9.17450], [-4.41951, -0.43724, 7.72358], [-3.53742, -1.40022, 7.16892], [-3.65939, -2.53774, 7.92343], [-3.26688, -3.60148, 7.59176], [-4.29426, -2.26855, 9.08680], [-3.88098, 0.79691, 7.56905], [-3.66463, -0.41197, 9.75276], [-5.42581, -0.60990, 9.64923], [-5.37595, -0.47909, 7.20012]], "atomic_forces_ev_per_a": [[0.655, 0.181, -0.419], [-0.953, 0.264, 0.393], [-0.126, 0.208, 0.221], [-0.057, 0.257, -0.195], [-0.167, -0.496, -0.995], [0.703, 0.441, 0.625], [0.191, 0.274, -0.340], [-1.070, 1.389, 0.506], [1.239, -1.367, -0.795], [-0.323, 0.036, 0.401], [0.291, -0.382, 0.745], [0.433, 0.321, -0.513], [0.095, -0.173, 0.109], [-0.248, -0.269, -0.293], [-0.377, 0.223, 0.155], [0.143, -0.274, 0.016], [-0.217, 0.052, -0.184], [-0.151, -0.311, 0.121], [-0.333, -0.213, -0.204], [0.007, -0.235, -0.165], [0.033, -0.065, 0.266], [0.154, -0.048, -0.083], [-0.041, -0.384, -0.006], [-0.001, 0.312, 0.134], [0.111, 0.294, 0.218], [0.141, -0.269, -0.123], [0.188, 0.141, 0.261], [-0.151, -0.338, -0.213], [-0.031, 0.177, 0.119], [0.088, 0.002, 0.120], [-0.032, 0.007, 0.133], [-0.070, 0.064, -0.042], [-0.059, 0.105, 0.108], [-0.132, 0.003, -0.202], [-0.005, 0.049, 0.126], [0.219, 0.241, 0.111], [0.256, -0.267, -0.142], [-0.265, 0.397, 0.098], [0.249, -0.094, 0.159], [-0.198, -0.149, -0.054], [-0.042, -0.046, -0.197], [-0.108, -0.035, 0.032], [-0.064, -0.089, -0.115], [-0.146, 0.031, 0.193], [0.019, -0.023, -0.089], [-0.166, 0.206, 0.211], [-0.261, -0.207, -0.217], [0.224, 0.213, 0.293], [-0.207, 0.066, -0.133], [0.217, -0.011, -0.013], [0.026, -0.188, 0.033], [0.087, 0.025, -0.042], [0.046, -0.147, -0.047], [0.153, 0.176, -0.045], [-0.025, -0.108, 0.009], [-0.194, -0.017, 0.266], [0.338, 0.177, 0.033], [-0.364, -0.044, 0.031], [0.115, -0.151, 0.115], [0.112, -0.030, -0.060], [0.006, 0.199, -0.179], [0.005, -0.078, -0.072], [0.058, 0.076, -0.135], [-0.040, -0.218, -0.004], [0.020, 0.118, -0.045]], "mol_weight_g_mol": 627.39, "orbital_gap_ev": 10.3876, "total_charge": 1, "e_tot_ha": -2521.75971, "e_homo_ev": -12.86}